1.
Here is a molecular structure, C34H31KN10PS3SbSe4 from the Open Molecules 2025 dataset. Energies are from wB97M-V/def2-TZVPD.

## Properties
total energy	-13843.94437	a.u.
orbital gap	4.3	eV
F_max	0.22	eV/Å
net charge	-2
ΔE to the lowest compared entry with this formula, charge and spin	0.0	kcal per mole
HOMO level	-1.354	eV

Last column: Löwdin charge in e.
Cartesian coordinates (Å):
K (-0.955, -0.894, -1.652)  0.22
N (0.873, 1.257, -2.759)  0.15
C (2.056, 1.295, -2.061)  -0.19
C (3.135, 0.414, -2.006)  -0.01
C (4.163, 0.749, -1.148)  -0.11
C (4.120, 1.921, -0.373)  -0.11
C (3.048, 2.788, -0.434)  -0.04
C (1.990, 2.467, -1.292)  -0.24
N (0.790, 3.119, -1.519)  0.16
C (0.161, 2.354, -2.384)  -0.29
C (-1.229, 2.474, -2.872)  -0.38
C (-1.618, 3.023, -4.052)  -0.37
S (-3.223, 2.565, -4.394)  0.98
C (-3.288, 1.721, -2.915)  -0.51
N (-2.195, 1.757, -2.209)  0.00
H (0.521, 0.553, -3.435)  -0.01
H (3.132, -0.507, -2.575)  0.11
H (5.010, 0.082, -1.054)  0.10
H (4.946, 2.144, 0.292)  0.09
H (3.024, 3.691, 0.164)  0.09
H (-1.006, 3.557, -4.759)  0.08
H (-4.170, 1.151, -2.660)  0.03
N (0.580, -3.458, -4.507)  0.08
C (0.975, -3.654, -3.237)  -0.72
N (1.341, -2.704, -2.409)  0.07
C (1.745, -3.237, -1.205)  -0.37
C (1.729, -4.586, -1.102)  -0.38
S (1.147, -5.269, -2.576)  1.00
C (2.093, -2.318, -0.112)  -0.35
C (3.164, -2.424, 0.714)  -0.36
S (3.152, -1.135, 1.860)  1.00
C (1.717, -0.517, 1.109)  -0.72
N (1.279, -1.228, 0.123)  0.08
N (1.066, 0.598, 1.623)  0.10
H (0.310, -2.488, -4.706)  -0.06
H (-0.105, -4.099, -4.901)  0.01
H (1.912, -5.179, -0.223)  0.06
H (3.956, -3.151, 0.676)  0.07
H (1.632, 1.437, 1.569)  0.07
H (0.176, 0.731, 1.155)  0.06
C (-3.824, -1.902, 1.079)  -0.29
P (-2.089, -1.489, 1.496)  0.89
C (-2.307, -1.108, 3.290)  -0.29
C (-1.317, -3.146, 1.635)  -0.38
C (-1.805, -4.252, 0.943)  -0.11
C (-1.166, -5.481, 1.040)  -0.08
C (-0.032, -5.623, 1.826)  -0.12
C (0.479, -4.520, 2.498)  -0.11
C (-0.154, -3.292, 2.395)  -0.12
H (-4.224, -2.669, 1.747)  0.05
H (-3.892, -2.233, 0.040)  -0.02
H (-4.415, -0.990, 1.186)  0.03
H (-2.775, -1.944, 3.814)  0.04
H (-2.939, -0.222, 3.367)  0.00
H (-1.348, -0.879, 3.756)  0.02
H (-2.669, -4.157, 0.298)  0.03
H (-1.550, -6.322, 0.476)  0.11
H (0.465, -6.584, 1.896)  0.09
H (1.381, -4.612, 3.093)  0.10
H (0.269, -2.434, 2.907)  0.09
N (4.282, 6.837, 3.500)  0.14
C (3.363, 6.200, 3.234)  -0.19
C (2.207, 5.405, 2.916)  -0.24
C (1.668, 4.555, 3.879)  -0.03
C (0.551, 3.797, 3.584)  -0.01
C (-0.046, 3.900, 2.329)  -0.18
C (0.509, 4.725, 1.351)  0.00
C (1.631, 5.475, 1.649)  -0.03
N (-1.206, 3.163, 2.044)  -0.02
C (-1.636, 2.746, 0.797)  -0.06
C (-2.807, 2.094, 1.014)  -0.14
N (-3.132, 2.108, 2.355)  0.07
C (-2.161, 2.753, 2.937)  -0.17
H (2.135, 4.479, 4.851)  0.12
H (0.154, 3.106, 4.313)  0.11
H (0.084, 4.752, 0.358)  0.10
H (2.067, 6.115, 0.894)  0.12
H (-1.055, 2.916, -0.089)  0.08
H (-3.417, 1.603, 0.275)  0.09
H (-2.088, 2.973, 3.989)  0.12
Se (-2.604, -3.892, -6.298)  -0.32
Sb (-2.954, -2.196, -4.568)  -0.34
Se (-1.075, -0.510, -4.860)  -0.06
Se (-5.041, -0.906, -4.618)  -0.29
Se (-2.676, -3.337, -2.370)  -0.17

---

2.
Here is 2 unconnected molecules or ions with the total composition C34H31N3O in a non-equilibrium geometry from the Open Molecules 2025 dataset. Energies are from wB97M-V/def2-TZVPD.

## Properties
total energy	-1553.62722	a.u.
orbital gap	3.8	eV
F_max	1.56	eV/Å
net charge	0
HOMO level	-5.445	eV

Last column: natural (NBO) charge in e.
Cartesian coordinates (Å):
C (0.252, 0.897, 5.814)  -0.29
C (0.174, 1.946, 4.888)  -0.21
C (0.525, 1.732, 3.560)  -0.28
C (1.020, 0.464, 3.135)  0.11
C (1.691, 0.313, 1.879)  -0.54
C (2.132, 1.518, 1.133)  0.57
O (1.897, 1.670, -0.067)  -0.60
C (2.877, 2.595, 1.908)  -0.16
C (3.524, 2.348, 3.128)  -0.16
C (4.126, 3.381, 3.849)  -0.23
C (4.065, 4.692, 3.358)  -0.21
C (3.504, 4.936, 2.095)  -0.25
C (2.928, 3.889, 1.372)  -0.12
C (2.207, -0.909, 1.460)  0.32
N (2.623, -1.960, 1.129)  -0.52
C (0.878, -0.631, 4.035)  -0.28
C (0.555, -0.397, 5.370)  -0.21
H (0.057, 1.081, 6.870)  0.20
H (-0.150, 2.940, 5.206)  0.21
H (0.449, 2.549, 2.835)  0.21
H (3.508, 1.337, 3.532)  0.23
H (4.626, 3.155, 4.795)  0.21
H (4.460, 5.518, 3.958)  0.21
H (3.508, 5.941, 1.667)  0.21
H (2.472, 4.068, 0.399)  0.22
H (1.066, -1.642, 3.667)  0.21
H (0.545, -1.235, 6.070)  0.20
C (-6.794, -1.597, 0.071)  -0.40
N (-5.532, -2.065, 0.578)  -0.39
C (-5.473, -2.704, 1.878)  -0.20
C (-3.966, -2.977, 2.099)  -0.44
C (-3.299, -2.358, 0.922)  -0.10
C (-4.299, -1.857, 0.047)  0.36
C (-3.956, -1.268, -1.182)  -0.32
C (-2.616, -1.142, -1.499)  -0.09
C (-1.575, -1.535, -0.587)  -0.19
C (-0.197, -1.329, -0.827)  0.11
C (0.366, -0.844, -2.044)  -0.18
C (1.506, -1.495, -2.611)  -0.12
C (1.932, -1.148, -3.873)  -0.01
C (1.291, -0.096, -4.573)  0.24
N (1.842, 0.055, -5.804)  -0.38
C (1.450, 1.036, -6.782)  -0.40
C (2.947, -0.851, -6.037)  -0.19
C (3.011, -1.700, -4.743)  -0.45
C (0.241, 0.636, -3.994)  -0.30
C (-0.194, 0.273, -2.735)  -0.10
C (-1.971, -2.219, 0.609)  -0.08
H (-6.673, -1.143, -0.914)  0.22
H (-7.502, -2.433, -0.004)  0.21
H (-7.234, -0.858, 0.758)  0.20
H (-5.881, -2.037, 2.651)  0.20
H (-6.067, -3.629, 1.885)  0.20
H (-3.625, -2.541, 3.047)  0.24
H (-3.788, -4.060, 2.150)  0.23
H (-4.741, -0.925, -1.852)  0.22
H (-2.345, -0.737, -2.472)  0.23
H (0.482, -1.764, -0.098)  0.26
H (1.986, -2.299, -2.050)  0.24
H (0.375, 1.239, -6.706)  0.21
H (1.990, 1.986, -6.650)  0.20
H (1.678, 0.649, -7.781)  0.21
H (2.765, -1.467, -6.929)  0.19
H (3.880, -0.294, -6.200)  0.19
H (4.002, -1.608, -4.281)  0.23
H (2.859, -2.761, -4.983)  0.23
H (-0.197, 1.465, -4.546)  0.22
H (-0.996, 0.838, -2.253)  0.22
H (-1.204, -2.631, 1.269)  0.24

---

Question: Look up the F_max of the second one.
Answer: 1.56 eV/Å

---

Question: Among the records above, which one has the lowest net charge?
Answer: C34H31KN10PS3SbSe4